Entry 1:
# C18H32NO2P2Yb

A structure of composition C18H32NO2P2Yb in a non-equilibrium geometry (ωB97M-V/def2-TZVPD, OMol25).

The geometry in XYZ format:
```
56
Properties=species:S:1:pos:R:3:nbo_charge:R:1
C 0.69 -4.04 -0.42 -0.278
C 0.80 -2.73 0.01 0.225
N -0.14 -1.78 -0.41 -0.654
C -1.30 -2.25 -0.89 0.255
C -1.51 -3.57 -1.22 -0.347
C -0.47 -4.48 -1.02 -0.148
C 1.77 -2.43 1.01 -0.836
P 1.93 -0.97 2.01 0.829
Yb -0.28 0.33 0.75 1.468
P -2.23 0.29 -1.74 1.024
C -2.47 -1.30 -0.96 -0.771
C -0.10 2.63 0.09 -0.380
C 0.09 2.95 1.42 -0.311
C 0.51 4.28 1.76 -0.171
C 0.67 5.22 0.75 -0.263
C 0.45 4.89 -0.58 -0.197
C 0.06 3.55 -0.93 -0.300
O 3.34 -0.93 -1.94 -0.928
O 1.35 0.74 -1.04 -0.996
H 1.49 -4.75 -0.14 0.216
H -2.48 -3.88 -1.63 0.214
H -0.61 -5.53 -1.26 0.213
C 1.81 -1.89 3.58 -0.915
C 3.69 -0.44 2.00 -0.919
H -3.31 -1.75 -1.50 0.239
H -2.86 -1.11 0.05 0.291
H 3.72 -1.49 -1.29 0.486
H 2.75 -2.95 0.80 0.204
C -3.26 1.54 -1.01 -0.952
C -2.52 0.11 -3.48 -0.945
H -0.07 2.23 2.25 0.190
H 0.67 4.53 2.81 0.204
H 0.96 6.26 1.02 0.213
H 0.57 5.64 -1.37 0.204
H -0.14 3.32 -1.98 0.195
H 0.03 0.46 -1.38 -0.034
H 1.60 1.64 -1.38 0.524
H 1.95 -0.05 -1.40 0.537
H 3.21 -1.53 -2.67 0.482
H -0.81 0.65 -1.61 -0.052
H 2.74 -2.46 3.70 0.222
H 1.64 -1.24 4.44 0.221
H 0.98 -2.59 3.47 0.251
H 4.32 -1.23 2.42 0.225
H 4.03 -0.20 0.98 0.236
H 3.79 0.47 2.62 0.240
H -3.58 -0.07 -3.70 0.235
H -2.22 1.01 -4.04 0.248
H -1.96 -0.75 -3.89 0.254
H -4.23 1.55 -1.52 0.216
H -3.45 1.33 0.06 0.270
H -2.80 2.53 -1.09 0.256
C -2.05 0.09 2.16 -1.358
H -1.49 0.21 3.10 0.217
H -2.48 -0.91 2.13 0.220
H -2.82 0.85 2.08 0.226
```

Output
2S+1: 2
Energy relative to the best compared isomer or geometry (same formula, charge and spin): 4.156 eV
Expectation value of S²: 0.75

---

Entry 2:
# C18H32NO5PS

An isolated molecule of C18H32NO5PS in a non-equilibrium geometry (ωB97M-V/def2-TZVPD, OMol25).

The geometry in XYZ format:
```
58
Properties=species:S:1:pos:R:3:nbo_charge:R:1
C -1.79 0.32 -2.43 -0.159
C -0.89 0.51 -1.67 -0.075
C 0.40 0.92 -1.03 0.150
C 0.07 2.19 -0.24 -0.401
C -0.05 3.46 -1.10 -0.405
C -1.44 3.71 -1.71 -0.613
O 1.38 1.04 -2.10 -0.683
S 1.59 -0.46 -2.69 2.552
O 2.98 -0.65 -2.90 -0.885
O 0.72 -0.74 -3.77 -0.895
O 1.04 -1.24 -1.38 -0.727
C 0.98 -0.28 -0.26 0.046
C 0.16 -0.72 0.95 -0.468
C -0.07 -2.24 1.02 -0.394
C -1.28 -2.75 0.23 -0.407
C -2.61 -2.36 0.85 -0.219
N -3.07 -1.03 0.41 -0.541
C -3.85 -1.13 -0.82 -0.410
C -3.86 -0.39 1.42 0.732
C -3.45 1.01 1.76 -0.716
O -4.77 -0.94 1.97 -0.542
P 2.84 -0.12 0.21 0.808
C 3.25 -1.64 1.15 -0.732
C 3.54 -2.80 0.16 -0.617
C 3.12 1.32 1.32 -0.729
C 4.54 1.89 1.06 -0.609
H -2.56 0.13 -3.13 0.240
H 0.81 2.36 0.54 0.214
H -0.88 2.02 0.26 0.229
H 0.74 3.46 -1.85 0.222
H 0.18 4.29 -0.43 0.208
H -1.45 3.57 -2.79 0.218
H -1.81 4.70 -1.47 0.211
H -2.15 2.99 -1.32 0.204
H -0.80 -0.22 1.00 0.240
H 0.72 -0.43 1.83 0.216
H 0.82 -2.73 0.64 0.216
H -0.18 -2.52 2.07 0.204
H -1.19 -2.38 -0.79 0.221
H -1.22 -3.84 0.17 0.213
H -3.38 -3.11 0.64 0.191
H -2.50 -2.33 1.93 0.198
H -4.80 -1.65 -0.67 0.189
H -4.06 -0.12 -1.20 0.202
H -3.26 -1.64 -1.58 0.211
H -4.12 1.43 2.50 0.235
H -2.43 0.99 2.16 0.230
H -3.45 1.64 0.87 0.234
H 2.47 -1.96 1.85 0.216
H 4.17 -1.41 1.68 0.240
H 3.42 -2.51 -0.88 0.230
H 2.87 -3.65 0.34 0.206
H 4.56 -3.16 0.27 0.215
H 2.41 2.12 1.15 0.222
H 3.04 1.05 2.38 0.218
H 4.86 1.60 0.06 0.224
H 5.26 1.49 1.77 0.207
H 4.52 2.97 1.11 0.212
```

Output
SMILES string: C#C[C@]1(CCC)OS(=O)(=O)O[C@@]1(CCCCN(C)C(C)=O)P(CC)CC

---

Entry 3:
# C18H33AgNP

A structure of composition C18H33AgNP (ωB97M-V/def2-TZVPD, OMol25).

The geometry in XYZ format:
```
54
Properties=species:S:1:pos:R:3:nbo_charge:R:1
Ag -0.06 -0.17 0.07 0.600
C 1.23 2.58 1.46 -0.426
N 0.81 2.28 0.10 -0.466
C -0.05 3.34 -0.41 -0.409
C 1.97 2.09 -0.77 -0.266
C 2.76 0.84 -0.42 0.007
C 4.15 0.92 -0.32 -0.250
C 4.90 -0.22 -0.05 -0.236
C 4.24 -1.42 0.13 -0.233
C 2.86 -1.48 0.05 -0.247
C 2.07 -0.36 -0.23 -0.488
H 1.79 3.53 1.51 0.168
H 1.87 1.78 1.83 0.223
H 0.36 2.66 2.11 0.197
H 0.47 4.31 -0.44 0.168
H -0.93 3.44 0.23 0.199
H -0.37 3.10 -1.42 0.199
H 2.63 2.97 -0.75 0.169
H 1.59 1.98 -1.79 0.202
H 4.64 1.87 -0.46 0.196
H 5.98 -0.16 0.03 0.205
H 4.81 -2.33 0.34 0.202
H 2.38 -2.45 0.20 0.187
C -3.90 -1.82 2.55 -0.617
C -4.00 -1.50 1.05 -0.474
C -4.89 -0.28 0.85 -0.615
P -2.29 -1.33 0.28 0.786
C -2.81 -1.06 -1.51 -0.501
C -1.85 -1.59 -2.58 -0.612
C -2.89 0.47 -1.68 -0.615
C -1.71 -3.09 0.61 -0.499
C -0.84 -3.02 1.87 -0.620
C -0.91 -3.77 -0.50 -0.610
H -4.90 -1.84 2.99 0.214
H -3.32 -1.05 3.07 0.211
H -3.44 -2.79 2.74 0.214
H -4.45 -2.35 0.54 0.211
H -4.42 0.62 1.23 0.210
H -5.82 -0.42 1.41 0.214
H -5.16 -0.13 -0.19 0.212
H -3.80 -1.50 -1.66 0.211
H -0.82 -1.31 -2.36 0.222
H -2.12 -1.15 -3.54 0.211
H -1.90 -2.67 -2.69 0.212
H -1.89 0.90 -1.63 0.210
H -3.50 0.96 -0.93 0.213
H -3.30 0.71 -2.66 0.215
H -2.60 -3.70 0.82 0.208
H 0.07 -2.45 1.65 0.225
H -0.54 -4.02 2.19 0.214
H -1.34 -2.53 2.71 0.210
H -0.11 -3.13 -0.85 0.225
H -1.54 -4.06 -1.33 0.205
H -0.46 -4.68 -0.09 0.213
```

Output
Energy relative to the best compared isomer or geometry (same formula, charge and spin): 0.168 eV

---

Entry 4:
# C18H33AgNP

A structure of composition C18H33AgNP in a non-equilibrium geometry (ωB97M-V/def2-TZVPD, OMol25).

The geometry in XYZ format:
```
54
Properties=species:S:1:pos:R:3:nbo_charge:R:1
Ag 0.53 -0.24 0.86 0.556
C 3.25 -0.14 -1.53 -0.408
N 2.89 0.33 -0.20 -0.463
C 3.12 1.76 -0.08 -0.426
C 3.66 -0.39 0.82 -0.265
C 3.20 -0.13 2.24 0.011
C 4.16 0.10 3.22 -0.268
C 3.78 0.30 4.54 -0.223
C 2.44 0.28 4.87 -0.235
C 1.48 0.07 3.88 -0.254
C 1.83 -0.15 2.54 -0.464
H 4.31 0.03 -1.76 0.168
H 2.65 0.39 -2.28 0.194
H 3.04 -1.21 -1.61 0.200
H 4.17 2.02 -0.28 0.168
H 2.86 2.09 0.92 0.226
H 2.49 2.29 -0.80 0.192
H 4.73 -0.14 0.72 0.166
H 3.56 -1.46 0.61 0.201
H 5.22 0.12 2.95 0.197
H 4.53 0.48 5.30 0.202
H 2.13 0.44 5.90 0.201
H 0.44 0.07 4.17 0.192
C -3.51 0.36 1.33 -0.606
C -3.25 0.45 -0.18 -0.520
C -4.35 -0.27 -0.96 -0.610
P -1.50 -0.05 -0.53 0.845
C -1.44 -1.83 -1.10 -0.504
C -1.92 -2.74 0.03 -0.618
C -2.05 -2.24 -2.44 -0.616
C -1.01 0.92 -2.04 -0.516
C -2.08 1.19 -3.10 -0.615
C -0.39 2.24 -1.59 -0.611
H -4.51 0.73 1.56 0.210
H -2.78 0.95 1.89 0.226
H -3.44 -0.67 1.68 0.209
H -3.26 1.51 -0.46 0.225
H -4.44 -1.31 -0.66 0.206
H -4.20 -0.23 -2.04 0.214
H -5.31 0.22 -0.74 0.217
H -0.36 -1.97 -1.19 0.226
H -3.00 -2.70 0.14 0.200
H -1.47 -2.47 0.99 0.228
H -1.65 -3.78 -0.19 0.217
H -3.14 -2.28 -2.40 0.208
H -1.70 -3.24 -2.69 0.215
H -1.76 -1.58 -3.25 0.207
H -0.21 0.30 -2.48 0.225
H -2.85 1.85 -2.70 0.204
H -2.56 0.29 -3.47 0.209
H -1.63 1.70 -3.95 0.216
H -1.15 2.89 -1.14 0.204
H 0.03 2.78 -2.45 0.212
H 0.39 2.09 -0.85 0.224
```

Output
Energy relative to the best compared isomer or geometry (same formula, charge and spin): 0.000 eV

---

Entry 5:
# C18H33BF9N6O5S

A cluster of 2 separate species, C18H33BF9N6O5S in total in a non-equilibrium geometry (ωB97M-V/def2-TZVPD, OMol25).

The geometry in XYZ format:
```
73
Properties=species:S:1:pos:R:3:lowdin_charge:R:1
C 0.74 1.23 3.88 -0.005
B -0.35 0.02 4.24 -0.407
O 0.22 -1.10 5.06 0.063
N -1.79 -0.05 3.89 0.134
C -2.71 -0.68 2.93 -0.218
N -2.33 -1.55 1.97 -0.033
S -0.81 -2.25 1.57 0.909
O -0.11 -3.03 2.75 -0.270
O -1.07 -3.40 0.51 -0.292
C 0.44 -1.13 0.75 -0.198
F 1.04 -1.88 -0.42 0.041
F 1.63 -0.89 1.65 0.029
C -0.16 0.26 0.11 -0.119
F -0.92 1.11 1.04 0.025
F 1.05 1.07 -0.30 0.044
C -1.04 0.08 -1.25 -0.084
F -0.13 0.17 -2.46 0.040
F -1.81 -1.18 -1.36 0.049
C -2.14 1.32 -1.46 -0.129
F -2.61 1.19 -2.89 0.041
F -1.50 2.67 -1.39 0.059
F -3.35 1.18 -0.62 0.039
N -4.18 -0.30 3.03 0.150
C -4.08 0.63 4.26 0.107
N -2.61 0.73 4.69 -0.080
C -2.35 1.63 5.87 -0.106
C -1.97 3.18 5.37 -0.160
C -2.18 3.41 3.76 -0.207
C -1.49 4.87 3.30 -0.184
C -2.55 5.89 2.59 -0.278
N -1.89 6.73 1.48 -0.072
H 0.42 2.29 4.27 0.069
H 0.98 1.33 2.74 0.073
H 1.78 0.98 4.41 0.119
H -0.50 -1.47 5.67 0.131
H -3.15 -1.86 1.35 0.190
H -5.02 1.15 4.74 0.173
H -1.62 1.22 6.68 0.152
H -3.40 1.76 6.43 0.148
H -2.66 3.98 5.92 0.141
H -0.86 3.42 5.62 0.110
H -1.59 2.59 3.12 0.089
H -3.29 3.42 3.39 0.110
H -0.55 4.70 2.62 0.114
H -1.10 5.40 4.29 0.120
H -2.89 6.69 3.41 0.120
H -3.51 5.39 2.15 0.109
H -0.84 6.78 1.66 0.068
H -2.27 7.72 1.54 0.080
C 2.78 -1.12 -3.06 -0.112
O 2.74 -2.54 -3.03 -0.199
C 1.49 -3.07 -3.47 -0.207
C 1.68 -3.87 -4.76 -0.202
N 2.00 -2.98 -5.89 -0.057
C 2.42 -3.70 -7.10 -0.194
C 3.76 -4.46 -7.03 -0.215
O 4.90 -3.61 -6.90 -0.180
C 5.23 -3.29 -5.55 -0.102
H 3.74 -0.79 -2.64 0.095
H 2.72 -0.75 -4.09 0.087
H 1.97 -0.70 -2.46 0.044
H 0.73 -2.29 -3.59 0.114
H 1.14 -3.75 -2.68 0.116
H 0.76 -4.43 -4.99 0.123
H 2.49 -4.59 -4.60 0.104
H 2.75 -2.35 -5.61 0.071
H 2.50 -2.95 -7.89 0.118
H 1.62 -4.39 -7.40 0.117
H 3.89 -4.97 -7.99 0.121
H 3.76 -5.25 -6.27 0.107
H 4.99 -4.09 -4.86 0.089
H 4.74 -2.36 -5.25 0.069
H 6.31 -3.11 -5.51 0.089
```

Output
Charge: +1

---

Entry 6:
# C18H33BeBr3FN5NaO4P

A structure of composition C18H33BeBr3FN5NaO4P in a non-equilibrium geometry (ωB97M-V/def2-TZVPD, OMol25).

The geometry in XYZ format:
```
67
Properties=species:S:1:pos:R:3:nbo_charge:R:1
N 0.34 1.80 2.71 -0.824
C 0.63 2.97 2.02 0.657
N 2.08 3.48 2.20 -0.238
F 2.03 4.35 3.24 -0.183
N -0.37 3.70 1.12 -0.599
C -1.74 3.32 1.72 0.295
C -2.26 4.28 2.90 -0.289
C -3.67 3.94 3.65 -0.065
C -4.34 2.60 3.02 -0.251
C -3.61 1.85 1.80 0.002
N -2.33 2.11 1.09 -0.429
H 0.92 0.95 2.42 0.440
H -0.32 1.71 3.51 0.477
H 2.42 3.92 1.32 0.365
H -0.23 4.75 1.30 0.432
H -1.63 5.22 3.22 0.268
H -4.09 4.59 4.52 0.315
H -5.35 2.18 3.46 0.262
H -4.19 0.89 1.39 0.106
O -4.88 0.58 8.12 -0.698
P -4.65 0.99 6.66 2.387
O -4.86 2.51 6.51 -0.844
O -5.64 0.25 5.75 -0.964
O -3.21 0.63 6.25 -0.864
C 1.65 1.08 -0.68 -0.632
C 0.46 0.16 -0.91 -0.441
C 0.63 -1.24 -0.33 -0.419
C 1.83 -2.07 -0.81 -0.220
N 1.70 -2.86 -2.13 -0.226
C 0.30 -3.36 -2.52 -0.221
C -0.32 -2.26 -3.35 -0.421
C 0.83 -1.57 -4.05 -0.446
C 2.10 -1.94 -3.32 -0.209
C 2.69 -4.07 -2.08 -0.193
C 2.20 -5.32 -1.31 -0.435
C 2.05 -5.21 0.19 -0.621
H 2.55 0.71 -1.17 0.210
H 1.43 2.07 -1.10 0.202
H 1.85 1.20 0.38 0.183
H 0.25 0.12 -1.98 0.206
H -0.42 0.61 -0.44 0.240
H -0.30 -1.80 -0.43 0.222
H 0.76 -1.12 0.75 0.223
H 2.02 -2.80 -0.02 0.244
H 2.75 -1.48 -0.86 0.226
H 0.44 -4.24 -3.17 0.235
H -0.26 -3.64 -1.63 0.238
H -0.88 -1.56 -2.71 0.217
H -1.05 -2.66 -4.06 0.255
H 0.69 -0.49 -4.09 0.231
H 0.89 -1.90 -5.10 0.243
H 2.65 -1.07 -2.94 0.227
H 2.77 -2.50 -3.98 0.238
H 3.64 -3.69 -1.69 0.228
H 2.85 -4.38 -3.12 0.228
H 2.95 -6.10 -1.50 0.253
H 1.27 -5.70 -1.73 0.217
H 2.93 -4.75 0.65 0.214
H 1.93 -6.20 0.63 0.251
H 1.15 -4.64 0.47 0.192
C 1.27 3.77 -4.06 -0.491
Br 1.14 1.96 -4.75 0.109
Br 0.99 3.84 -2.14 0.052
Br 2.94 4.63 -4.58 0.177
H 0.46 4.34 -4.53 0.251
Na -5.84 0.01 2.15 0.993
Be -0.94 2.61 -1.83 0.213
```

Output
Charge: +2

---

| no. | calculated total energy (Eh) |
| --- | --- |
| 1 | -2751.39743 |
| 2 | -1875.41677 |
| 3 | -1248.69052 |
| 4 | -1248.69670 |
| 5 | -2731.46070 |
| 6 | -9619.54571 |